Record 1
Density functional theory data (ωB97M-V/def2-TZVPD) for a 4-piece molecular cluster, C37H67N3O3 overall.

Properties
- Strongest force on any atom: 0.44 eV/A
- E_tot: -1839.924537 Eh
- SMILES: CCCC1=CC(=O)C(C[C@H](C)OCc2ccccc2)=CC1=O.CCN(CC)CC.CCN(CC)CC.CCN(CC)CC

Each line ends with the Mulliken charge.
Atoms and positions in Å:
1 C -0.009 4.930 -0.186  -0.6775
2 C 1.497 4.951 0.058  -0.6700
3 C 2.208 3.678 -0.400  -0.6749
4 C 1.720 2.407 0.239  1.0420
5 C 1.286 2.285 1.497  -0.1844
6 C 0.901 0.942 2.002  0.0105
7 O 1.078 0.590 3.147  -0.6586
8 C 0.317 0.012 0.979  0.6050
9 C -0.705 -0.990 1.423  -1.3163
10 C -2.172 -0.614 1.106  0.5473
11 C -2.417 0.875 0.908  -1.4705
12 O -2.945 -1.092 2.204  -0.3417
13 C -4.198 -1.654 1.872  -0.8656
14 C -5.299 -0.634 1.693  0.2870
15 C -5.464 0.388 2.625  -0.0076
16 C -6.471 1.329 2.461  -0.6395
17 C -7.328 1.258 1.367  -0.4276
18 C -7.172 0.241 0.437  -0.6006
19 C -6.157 -0.698 0.600  -0.3622
20 C 0.767 0.126 -0.276  -0.2982
21 C 1.786 1.161 -0.591  -0.2324
22 O 2.641 1.009 -1.434  -0.6372
23 H -0.464 5.833 0.226  0.3887
24 H -0.246 4.928 -1.252  0.0301
25 H -0.495 4.083 0.299  0.1087
26 H 1.681 5.168 1.113  0.3765
27 H 1.917 5.773 -0.525  0.4654
28 H 2.075 3.579 -1.480  0.2715
29 H 3.284 3.757 -0.227  0.2995
30 H 1.241 3.122 2.185  0.3178
31 H -0.641 -1.128 2.502  0.5467
32 H -0.471 -1.953 0.966  0.2007
33 H -2.481 -1.150 0.202  0.2536
34 H -2.195 1.409 1.835  0.2703
35 H -1.820 1.287 0.094  0.2910
36 H -3.466 1.052 0.671  0.5004
37 H -4.119 -2.258 0.962  0.4100
38 H -4.452 -2.331 2.691  0.4200
39 H -4.795 0.455 3.473  0.3751
40 H -6.598 2.125 3.184  0.3931
41 H -8.114 1.989 1.237  0.3858
42 H -7.829 0.174 -0.420  0.3961
43 H -6.025 -1.489 -0.129  0.3624
44 H 0.445 -0.545 -1.063  0.5066
45 C -1.528 -6.941 -0.637  -1.5276
46 C -1.592 -5.828 0.398  -0.1550
47 N -2.318 -6.205 1.596  0.1497
48 C -2.648 -5.078 2.449  -0.7236
49 C -1.498 -4.297 3.094  -0.9186
50 C -1.841 -7.401 2.269  -0.7711
51 C -0.374 -7.434 2.719  -0.9349
52 H -2.528 -7.313 -0.865  0.3452
53 H -1.084 -6.562 -1.559  0.4499
54 H -0.917 -7.779 -0.302  0.2986
55 H -2.120 -4.975 -0.039  0.3173
56 H -0.567 -5.480 0.608  0.2617
57 H -3.325 -5.432 3.232  0.2635
58 H -3.237 -4.384 1.841  0.3586
59 H -1.034 -4.848 3.911  0.3554
60 H -1.876 -3.358 3.506  0.3937
61 H -0.724 -4.043 2.369  0.1950
62 H -2.014 -8.252 1.607  0.4155
63 H -2.489 -7.571 3.132  0.3663
64 H 0.299 -7.092 1.932  0.2447
65 H -0.091 -8.459 2.967  0.3818
66 H -0.197 -6.824 3.603  0.2620
67 C 6.813 -2.375 0.594  -1.4620
68 C 6.226 -0.983 0.775  -0.2976
69 N 5.264 -0.909 1.859  0.2562
70 C 4.469 0.305 1.848  -0.3776
71 C 5.190 1.641 2.071  -1.1942
72 C 5.740 -1.352 3.158  -0.6895
73 C 6.979 -0.663 3.744  -1.0032
74 H 6.019 -3.116 0.488  0.3300
75 H 7.429 -2.401 -0.306  0.4410
76 H 7.447 -2.668 1.431  0.3055
77 H 5.697 -0.705 -0.140  0.4122
78 H 7.053 -0.263 0.885  0.2629
79 H 3.678 0.202 2.593  0.2386
80 H 3.966 0.349 0.878  0.1000
81 H 5.486 1.778 3.110  0.3114
82 H 4.517 2.465 1.817  0.3733
83 H 6.076 1.737 1.443  0.2736
84 H 5.946 -2.424 3.093  0.4284
85 H 4.907 -1.261 3.859  0.3459
86 H 7.778 -0.570 3.007  0.2500
87 H 7.369 -1.255 4.574  0.3823
88 H 6.758 0.332 4.130  0.2637
89 C 1.101 5.360 -4.341  -1.5317
90 C 0.181 4.166 -4.547  -0.1814
91 N -1.179 4.546 -4.881  0.1433
92 C -2.130 3.455 -4.767  -0.6183
93 C -1.973 2.255 -5.709  -1.0271
94 C -1.323 5.406 -6.043  -0.7254
95 C -0.760 4.907 -7.380  -0.9568
96 H 0.675 6.050 -3.611  0.3001
97 H 2.065 5.014 -3.964  0.4251
98 H 1.293 5.905 -5.266  0.4213
99 H 0.132 3.600 -3.612  0.2689
100 H 0.636 3.491 -5.289  0.2460
101 H -3.134 3.873 -4.884  0.3798
102 H -2.078 3.092 -3.735  0.3092
103 H -2.272 2.493 -6.729  0.2415
104 H -2.609 1.436 -5.367  0.4160
105 H -0.947 1.886 -5.729  0.2748
106 H -0.854 6.366 -5.812  0.3679
107 H -2.387 5.627 -6.157  0.3778
108 H 0.249 4.505 -7.271  0.2576
109 H -0.705 5.737 -8.087  0.3754
110 H -1.383 4.137 -7.832  0.2597


Record 2
Density functional theory data (ωB97M-V/def2-TZVPD) for a 5-piece molecular cluster, C37H68BN3O15S2 overall in a non-equilibrium geometry.

Properties
- Strongest force on any atom: 2.09 eV/A
- E_tot: -3564.803084 Eh
- SMILES: CCCCCC[C@@H](N)[C@@](CCCSC(=S)N1CCOCC1)(CC(C)C)OCB(N)O.C[C@@H]1COC(=O)O1.C[C@@H]1COC(=O)O1.C[C@@H]1COC(=O)O1.C[C@@H]1COC(=O)O1

Each line ends with the Mulliken charge.
Atoms and positions in Å:
1 C -4.615 -5.993 -1.725  -1.0624
2 C -4.376 -6.816 -2.987  -0.5628
3 C -3.004 -6.599 -3.591  -0.5123
4 C -2.763 -5.138 -4.039  -0.9267
5 C -1.979 -4.347 -2.975  0.2385
6 C -1.382 -3.031 -3.549  -1.6223
7 C -2.077 -1.754 -3.107  -1.0312
8 N -3.533 -1.928 -3.190  -0.3382
9 C -1.608 -1.160 -1.732  2.5536
10 C -2.182 0.289 -1.739  -1.8994
11 C -3.584 0.537 -1.164  0.0844
12 C -4.203 1.800 -1.829  -1.3036
13 S -4.693 3.225 -0.774  -0.1896
14 C -3.470 3.558 0.498  0.2531
15 S -3.789 2.978 2.004  -0.2734
16 N -2.444 4.427 0.247  0.2324
17 C -1.777 4.269 -1.068  -0.0923
18 C -0.279 4.059 -0.955  -0.5141
19 O 0.379 5.052 -0.192  -0.4179
20 C -0.416 5.574 0.845  -0.6826
21 C -1.481 4.599 1.328  -0.8335
22 C -2.088 -2.065 -0.600  -2.4445
23 C -1.845 -1.687 0.890  0.4086
24 C -3.171 -1.628 1.683  -1.7794
25 C -1.058 -0.407 1.163  -1.2071
26 O -0.191 -0.977 -1.856  -0.2013
27 C 0.672 -1.928 -1.264  0.1284
28 B 2.127 -1.772 -1.910  0.3486
29 N 2.550 -0.516 -2.462  -0.4050
30 O 2.941 -2.904 -1.957  -0.6752
31 H -5.560 -6.239 -1.260  0.4483
32 H -3.808 -6.136 -1.013  0.2812
33 H -4.664 -4.939 -1.982  0.1590
34 H -5.138 -6.556 -3.712  0.2705
35 H -4.445 -7.860 -2.707  0.3210
36 H -2.903 -7.210 -4.472  0.3453
37 H -2.218 -6.904 -2.913  0.2615
38 H -3.734 -4.662 -4.132  0.2562
39 H -2.213 -5.114 -4.968  0.4440
40 H -1.178 -4.959 -2.578  0.6481
41 H -2.690 -4.095 -2.210  -0.3618
42 H -1.544 -3.100 -4.622  0.8439
43 H -0.310 -3.000 -3.428  0.3386
44 H -1.788 -0.987 -3.825  0.4586
45 H -4.002 -1.044 -3.330  0.1502
46 H -3.719 -2.505 -4.000  0.3316
47 H -2.124 0.684 -2.747  1.1467
48 H -1.509 0.883 -1.148  -0.3275
49 H -4.266 -0.285 -1.316  0.8936
50 H -3.526 0.717 -0.104  -0.2929
51 H -3.578 2.189 -2.623  0.5630
52 H -5.135 1.513 -2.295  0.3922
53 H -1.912 5.196 -1.615  0.2478
54 H -2.178 3.467 -1.660  -0.1219
55 H -0.022 3.083 -0.548  0.0872
56 H 0.123 4.111 -1.958  0.5406
57 H 0.238 5.769 1.688  0.3738
58 H -0.892 6.520 0.581  0.2863
59 H -1.932 5.065 2.186  0.6340
60 H -0.977 3.678 1.602  0.3232
61 H -3.150 -2.185 -0.737  1.1792
62 H -1.704 -3.062 -0.740  0.5626
63 H -1.309 -2.502 1.358  0.6512
64 H -3.949 -2.225 1.224  0.4204
65 H -3.498 -0.619 1.874  0.3440
66 H -2.995 -2.067 2.660  0.4368
67 H -0.331 -0.130 0.411  0.0903
68 H -1.725 0.433 1.298  -0.0091
69 H -0.523 -0.512 2.098  0.3997
70 H 0.789 -1.794 -0.181  -0.0206
71 H 0.380 -2.955 -1.449  0.0574
72 H 3.500 -0.620 -2.807  0.2571
73 H 2.556 0.214 -1.758  0.0938
74 H 3.603 -2.881 -1.252  0.2962
75 C 4.211 4.528 2.756  -1.5683
76 C 3.886 5.620 3.741  0.9425
77 C 4.935 5.846 4.796  -0.5192
78 O 4.156 6.387 5.877  -0.3553
79 C 2.893 5.898 5.749  0.5453
80 O 2.045 6.005 6.572  -0.5588
81 O 2.740 5.279 4.551  -0.3002
82 H 3.368 4.355 2.087  0.2573
83 H 5.081 4.790 2.154  0.4393
84 H 4.408 3.585 3.269  0.3185
85 H 3.654 6.549 3.214  0.1786
86 H 5.704 6.548 4.483  0.2515
87 H 5.405 4.921 5.139  0.3717
88 C -0.376 -10.642 -1.361  -1.4625
89 C -1.668 -10.891 -2.096  0.4606
90 C -1.597 -11.939 -3.181  -0.5211
91 O -2.642 -11.519 -4.069  -0.3681
92 C -2.782 -10.176 -3.927  0.5742
93 O -3.431 -9.484 -4.638  -0.4699
94 O -2.072 -9.737 -2.854  -0.2126
95 H -0.487 -9.810 -0.667  0.3595
96 H -0.077 -11.527 -0.800  0.3967
97 H 0.421 -10.377 -2.057  0.3515
98 H -2.469 -11.118 -1.386  0.2487
99 H -1.783 -12.947 -2.820  0.3137
100 H -0.651 -11.918 -3.727  0.3054
101 C 2.079 0.036 2.880  -1.7962
102 C 2.817 0.179 1.575  2.0521
103 C 4.195 -0.435 1.561  -0.5108
104 O 4.855 0.346 0.559  -0.3719
105 C 4.256 1.566 0.534  0.4833
106 O 4.673 2.504 -0.056  -0.5187
107 O 3.113 1.556 1.277  -0.2805
108 H 1.139 0.584 2.845  0.3133
109 H 1.865 -1.014 3.081  0.4080
110 H 2.655 0.440 3.714  0.5058
111 H 2.204 -0.208 0.754  -0.8763
112 H 4.195 -1.488 1.286  0.3031
113 H 4.723 -0.309 2.508  0.3451
114 C 3.600 9.923 5.045  -1.3061
115 C 4.962 9.854 4.402  0.5738
116 C 5.472 11.163 3.850  -0.5603
117 O 6.355 10.723 2.808  -0.3359
118 C 5.907 9.519 2.376  0.6089
119 O 6.299 8.958 1.409  -0.5245
120 O 4.941 9.042 3.209  -0.2679
121 H 3.261 8.928 5.331  0.1779
122 H 3.628 10.548 5.937  0.3952
123 H 2.863 10.330 4.350  0.3545
124 H 5.682 9.410 5.095  0.2291
125 H 6.011 11.758 4.583  0.3284
126 H 4.681 11.769 3.402  0.3168